C35H33NO2PRh as an isolated structure, computed with ωB97M-V with the def2-TZVPD basis set.

Structure (XYZ):
```
73
Properties=species:S:1:pos:R:3
Rh -0.4251 -0.2834 0.5337
N -2.1258 -1.7581 0.2540
C -2.5460 -1.9055 1.6198
C -3.8522 -1.6232 1.9947
C -4.2210 -1.6685 3.3293
C -3.2834 -2.0137 4.2914
C -1.9896 -2.3304 3.9097
C -1.5924 -2.2883 2.5760
C -0.2215 -2.7084 2.1619
C 0.2759 -3.9012 2.6856
C 1.5180 -4.3820 2.3032
C 2.2581 -3.6629 1.3785
C 1.7637 -2.4704 0.8665
C 0.5238 -1.9513 1.2391
H -1.7791 -2.6210 -0.1500
H -2.8314 -1.3297 -0.3344
H -4.5799 -1.3703 1.2338
H -5.2381 -1.4326 3.6132
H -3.5566 -2.0374 5.3380
H -1.2578 -2.6012 4.6606
H -0.3281 -4.4675 3.3856
H 1.8938 -5.3108 2.7124
H 3.2257 -4.0249 1.0518
H 2.3875 -1.9399 0.1584
O 0.3446 0.9699 2.8430
C 0.7936 0.5923 1.7903
C 2.2576 0.7181 1.4528
C 3.2273 1.0137 2.4005
C 4.5475 1.1372 1.9975
C 4.8890 1.0064 0.6550
C 3.9149 0.7396 -0.2961
C 2.5996 0.5687 0.1161
P 1.1045 0.3464 -0.8733
C 0.9317 1.9816 -1.6524
C 1.0743 3.1042 -0.8375
C 0.9997 4.3749 -1.3792
C 0.7813 4.5390 -2.7416
C 0.6412 3.4274 -3.5553
C 0.7206 2.1501 -3.0147
C 1.2841 -0.8206 -2.2386
C 2.4692 -1.4243 -2.6366
C 2.4591 -2.3471 -3.6745
C 1.2698 -2.6650 -4.3117
C 0.0809 -2.0665 -3.9110
C 0.0826 -1.1502 -2.8730
H 2.9336 1.1376 3.4345
H 5.3177 1.3497 2.7276
H 5.9199 1.1261 0.3480
H 4.1833 0.6851 -1.3438
H 1.2403 2.9875 0.2264
H 1.1064 5.2391 -0.7365
H 0.7191 5.5334 -3.1644
H 0.4700 3.5488 -4.6170
H 0.6167 1.2909 -3.6630
H 3.3995 -1.1930 -2.1344
H 3.3822 -2.8216 -3.9807
H 1.2663 -3.3855 -5.1192
H -0.8478 -2.3197 -4.4058
H -0.8370 -0.6789 -2.5346
C -2.6346 2.9187 -1.4861
C -2.5256 1.9450 -0.3096
C -2.0935 2.6962 0.9514
C -3.8980 1.3122 -0.0617
O -1.5902 0.9589 -0.6562
H -3.3827 3.6948 -1.3015
H -2.9171 2.3689 -2.3870
H -1.6729 3.3966 -1.6680
H -2.8162 3.4684 1.2278
H -1.1250 3.1727 0.7896
H -1.9909 2.0036 1.7908
H -4.6718 2.0654 0.1066
H -3.8558 0.6750 0.8229
H -4.1871 0.7108 -0.9285
```

Energy relative to the best compared isomer or geometry (same formula, charge and spin): 0.000 eV

Mulliken atomic charge list, values in e, 6 entries: atom 1 (Rh): -0.6064, atom 2 (N): -0.5883, atom 3 (C): 1.0492, atom 4 (C): -0.9745, atom 5 (C): -0.6243, atom 6 (C): -0.8541

C35H34AsCl3F5MgN2O11PS2 as an isolated structure, computed with ωB97M-V with the def2-TZVPD basis set.

Structure (XYZ):
```
95
Properties=species:S:1:pos:R:3
Mg 0.6535 0.2016 -0.7149
Cl -2.1146 7.1603 -1.6400
C -1.5738 5.5316 -1.2024
C -0.2255 5.3133 -0.8580
C 0.2480 4.0886 -0.4360
Cl 1.9219 3.9055 -0.0321
C -0.6246 2.9593 -0.3774
O -0.2688 1.8164 0.1087
C -1.9079 3.1965 -0.9029
Cl -3.0215 1.8706 -1.0333
C -2.4102 4.4479 -1.1846
H 0.4535 6.1531 -0.8702
H -3.4293 4.5046 -1.5198
O 4.1750 -1.8136 -1.7574
As 4.0156 -0.4569 -0.5712
O 1.9224 1.0968 3.7258
O 2.4951 0.3007 -0.8616
C 3.6968 -1.6355 0.9779
C 4.6089 -1.4904 2.0049
C 4.7195 -2.4099 3.0429
C 3.8799 -3.5008 3.0304
C 2.8286 -3.5291 2.1181
C 2.7249 -2.6255 1.1028
S 1.2821 -2.8853 0.0458
O 0.7027 -4.0443 0.7166
O 0.4444 -1.6597 0.2463
O 1.6965 -3.1030 -1.3309
H 3.3372 -2.2964 -1.8316
H 5.3046 -0.6721 1.9044
H 5.4765 -2.3356 3.8191
H 3.8772 -4.2276 3.8285
H 2.0378 -4.2829 2.1612
C 1.9908 -1.5963 5.4103
C 0.5212 -1.2416 5.5228
O 0.3294 0.1706 5.5335
P 0.3078 0.9474 4.0543
O 2.5575 2.3458 4.0022
C 3.3147 2.7411 2.8533
C 4.8058 2.8507 3.0730
O -0.1422 2.3209 4.7322
C -1.2357 2.9376 3.9784
C -0.5806 3.9338 3.0967
H 2.0843 -2.6606 5.5576
H 2.5825 -1.0957 6.1341
H 2.2936 -1.2893 4.3827
H 0.0010 -1.6165 6.4041
H -0.1051 -1.7220 4.7179
H 2.9350 3.7540 2.5758
H 3.0915 2.0767 2.0379
H 5.0412 3.4564 3.9681
H 5.2579 3.3047 2.1661
H 5.2687 1.8507 3.2026
H -1.8640 3.4036 4.7533
H -1.8321 2.1603 3.4853
H -0.1800 4.7561 3.7324
H -1.2410 4.4721 2.3927
H 0.1419 3.4742 2.4406
C -5.3011 -1.6585 -2.2343
N -3.9596 -2.0288 -2.6108
N -3.0854 -1.5907 -1.5786
C -2.0541 -0.8306 -2.1418
O -1.1099 -0.4289 -1.5008
C -2.3310 -0.7670 -3.5921
C -3.4736 -1.4275 -3.8094
C -4.2307 -1.6590 -5.0888
C -2.9396 -2.2625 -0.3375
C -2.5862 -1.5330 0.7852
C -2.5823 -2.0892 2.0481
C -2.9628 -3.3959 2.1914
C -3.3089 -4.1669 1.1059
C -3.3234 -3.6108 -0.1953
H -5.6152 -2.2479 -1.3608
H -5.9988 -1.9327 -3.0877
H -5.4083 -0.5363 -2.0742
H -1.6383 -0.3477 -4.3139
H -3.6736 -1.2366 -5.9268
H -5.2197 -1.1733 -5.0540
H -4.3766 -2.7075 -5.3223
H -2.2590 -0.4854 0.7537
H -2.3647 -1.4624 2.9189
H -2.9522 -3.8813 3.1663
H -3.5910 -5.1774 1.3136
H -3.5286 -4.2388 -1.0525
F 1.6706 -0.8566 -8.5079
C 1.1478 -0.3377 -7.3904
C -0.2063 -0.0278 -7.3226
F -1.0350 -0.2248 -8.3703
C -0.6884 0.6135 -6.2110
F -1.9504 0.9810 -6.3022
C 0.1202 0.9424 -5.1146
S -0.4236 1.9073 -3.7433
C 1.4416 0.4872 -5.2046
F 2.2802 0.6896 -4.1575
C 1.9803 -0.1273 -6.2830
F 3.2670 -0.4828 -6.3111
```

Net charge: -2
Energy relative to the best compared isomer or geometry (same formula, charge and spin): 1.120 eV

Mulliken atomic charge list, values in e, 6 entries: atom 1 (Mg): 0.3832, atom 2 (Cl): -0.2931, atom 3 (C): 0.0330, atom 4 (C): -0.5947, atom 5 (C): 0.7142, atom 6 (Cl): -0.2080

C35H34BrCl2IN3O7Ti as an isolated structure, computed with ωB97M-V with the def2-TZVPD basis set.

Structure (XYZ):
```
84
Properties=species:S:1:pos:R:3
Ti -0.5702 -1.3738 -0.0908
Br 2.0615 -3.8810 1.2455
C 0.3452 -3.5976 2.0377
C -0.0332 -4.4811 2.9970
C -1.2386 -4.2356 3.7246
C -1.8910 -3.0495 3.4897
C -1.4482 -2.1904 2.4962
N -0.3466 -2.4890 1.6648
C -1.9961 -0.8548 2.2730
O -2.7054 -0.2628 3.0846
O -1.5521 -0.3051 1.1534
H 0.5944 -5.3336 3.2127
H -1.5891 -4.9418 4.4658
H -2.7599 -2.7448 4.0605
Cl -2.1125 2.8362 -0.0093
C -0.4562 2.6753 -0.5659
C 0.3948 3.7351 -0.2693
C 1.7172 3.7109 -0.6845
C 2.1480 2.6249 -1.4450
C 1.2828 1.5902 -1.7441
C -0.0450 1.5331 -1.2745
C -0.8619 0.3415 -1.5008
H -0.0072 4.5928 0.2590
H 2.3779 4.5403 -0.4638
H 3.1640 2.5922 -1.8229
H 1.6341 0.7630 -2.3490
H -0.6114 -0.1868 -2.4243
H -1.9313 0.5332 -1.4192
C -5.0532 1.4535 -1.8265
C -4.0260 1.2468 -2.9063
C -3.2746 2.3188 -3.3768
C -2.3263 2.1282 -4.3635
Cl -1.3732 3.4927 -4.9047
C -2.1134 0.8799 -4.9236
C -2.8504 -0.1958 -4.4564
C -3.7843 -0.0151 -3.4497
O -4.5040 -1.0984 -3.0183
C -4.1110 -1.6201 -1.7707
C -2.7150 -2.2167 -1.7511
O -2.1703 -2.5333 -2.7826
O -2.2330 -2.3184 -0.5263
H -5.4619 2.4635 -1.8771
H -4.6103 1.3260 -0.8361
H -5.8675 0.7360 -1.9236
H -3.4244 3.3072 -2.9586
H -1.3635 0.7469 -5.6919
H -2.6848 -1.1971 -4.8305
H -4.8139 -2.4264 -1.5567
H -4.1882 -0.8791 -0.9734
C 1.5346 1.1967 5.1010
C 0.9054 -0.0120 4.3525
N 0.8689 0.2586 2.9310
C 0.0949 1.4687 2.6566
C 0.7907 2.6993 3.2848
N 1.9833 2.1853 4.0555
C 2.9636 1.5440 3.1063
C 2.2166 0.3899 2.3919
H 2.4105 0.9295 5.6902
H 0.8212 1.7168 5.7378
H -0.1104 -0.1927 4.7034
H 1.4938 -0.9128 4.5261
H -0.9173 1.3491 3.0373
H 0.0265 1.5981 1.5827
H 0.1605 3.2389 3.9911
H 1.1664 3.3905 2.5299
H 2.4372 2.9676 4.5150
H 3.8106 1.2071 3.7037
H 3.2931 2.3197 2.4165
H 2.1509 0.5701 1.3243
H 2.7473 -0.5519 2.5279
I 6.7766 -1.9462 -4.5223
C 5.0208 -1.8704 -3.3928
C 3.9501 -2.7168 -3.7124
C 2.7905 -2.6656 -2.9741
C 2.6606 -1.7574 -1.8823
C 3.7657 -0.9084 -1.5850
C 4.9234 -0.9669 -2.3304
C 1.4909 -1.7052 -1.1227
O 0.4302 -2.4748 -1.3081
O 1.3083 -0.8561 -0.1172
H 4.0345 -3.4094 -4.5395
H 1.9514 -3.3049 -3.2141
H 3.6780 -0.2035 -0.7669
H 5.7556 -0.3150 -2.0945
```

Net charge: -1
Energy relative to the best compared isomer or geometry (same formula, charge and spin): 0.000 eV
Multiplicity: 3

Mulliken atomic charge list, values in e, 6 entries: atom 1 (Ti): -1.1193, atom 2 (Br): -0.1630, atom 3 (C): -0.0337, atom 4 (C): -0.6422, atom 5 (C): -0.6116, atom 6 (C): -0.9771

C35H34BrN7O2STc as an isolated structure, computed with ωB97M-V with the def2-TZVPD basis set.

Structure (XYZ):
```
81
Properties=species:S:1:pos:R:3
Tc -0.3043 0.0174 -0.0636
C -2.4648 3.2993 3.7486
C -2.4590 4.0468 2.4158
N -2.9306 3.2149 1.3093
C -2.2294 2.2643 0.6999
S -0.5036 2.1508 1.0226
N -2.8693 1.5083 -0.1755
N -2.1525 0.5218 -0.7372
C -2.7023 -0.2063 -1.6759
C -4.0763 0.0330 -2.1961
C -1.8534 -1.2797 -2.1815
C -2.1953 -2.0688 -3.2750
C -1.3062 -3.0279 -3.7269
C -0.0954 -3.1955 -3.0666
C 0.1777 -2.3911 -1.9781
N -0.6705 -1.4545 -1.5443
H -2.2171 3.9829 4.5603
H -1.7318 2.4926 3.7428
H -3.4498 2.8729 3.9446
H -1.4568 4.4081 2.1884
H -3.1218 4.9074 2.4701
H -3.8939 3.3108 1.0242
H -4.5796 0.7638 -1.5732
H -4.6526 -0.8928 -2.2187
H -4.0360 0.4157 -3.2195
H -3.1478 -1.9233 -3.7641
H -1.5565 -3.6382 -4.5839
H 0.6156 -3.9423 -3.3887
H 1.0957 -2.4986 -1.4130
Br 4.8156 -2.9950 -7.5305
C 5.1297 -1.5648 -6.3504
C 4.8491 -1.7337 -4.9952
C 5.0545 -0.6874 -4.1256
C 5.5543 0.5363 -4.6037
C 5.8741 0.6736 -5.9569
C 5.6479 -0.3691 -6.8312
N 5.8517 1.6303 -3.7883
N 5.4943 1.7645 -2.6316
C 4.5154 1.2985 -1.8338
C 4.8498 0.8392 -0.5398
C 3.9110 0.2855 0.2888
C 2.5541 0.2329 -0.1062
O 1.6189 -0.3118 0.5660
C 2.1783 0.8727 -1.3421
N 0.8410 0.9372 -1.5706
C 0.4251 1.5288 -2.6844
C 1.3052 2.0689 -3.6182
C 2.6634 2.0087 -3.3972
C 3.1303 1.3953 -2.2275
H 4.4930 -2.6885 -4.6345
H 4.8665 -0.8356 -3.0718
H 6.2933 1.6077 -6.3076
H 5.8861 -0.2675 -7.8806
H 5.8879 0.8848 -0.2373
H 4.1874 -0.1220 1.2518
H -0.6453 1.5991 -2.8297
H 0.9107 2.5484 -4.5024
H 3.3563 2.4468 -4.1043
C -2.3774 -1.1917 7.9217
C -2.2823 -1.2135 6.4326
C -1.0528 -1.0809 5.7895
C -0.9416 -1.0599 4.4142
C 0.4230 -0.9329 3.8095
C -2.1342 -1.1716 3.6344
C -2.1349 -1.0472 2.2236
O -1.1460 -0.8241 1.4928
C -3.3916 -1.3522 4.2812
C -4.6719 -1.5168 3.5074
C -3.4352 -1.3644 5.6550
H -1.3982 -1.2565 8.3904
H -3.0020 -2.0081 8.2854
H -2.8497 -0.2625 8.2494
H -0.1559 -0.9935 6.3906
H 1.1808 -0.9858 4.5892
H 0.5411 0.0138 3.2810
H 0.6177 -1.7255 3.0867
H -3.1047 -1.1299 1.7205
H -4.9542 -0.5879 3.0066
H -5.4836 -1.7874 4.1779
H -4.5933 -2.2994 2.7523
H -4.3854 -1.4975 6.1584
```

Net charge: +2
E: -134435.87760 eV
Multiplicity: 4

Mulliken atomic charge list, values in e, 6 entries: atom 1 (Tc): 0.0997, atom 2 (C): -0.7943, atom 3 (C): -0.7034, atom 4 (N): -0.2034, atom 5 (C): 0.4713, atom 6 (S): -0.2182

C35H34CeClN8O4 as an isolated structure, computed with ωB97M-V with the def2-TZVPD basis set.

Structure (XYZ):
```
83
Properties=species:S:1:pos:R:3
Ce 0.9858 -0.0403 0.5569
C 1.4235 2.6152 2.5339
N 2.1892 1.3800 2.2945
C 2.3569 0.6170 3.5466
C 1.3793 -0.5128 3.8181
C 1.3083 -0.9926 5.1248
C 0.5433 -2.1085 5.4098
C -0.1418 -2.7254 4.3714
C -0.0375 -2.1759 3.1087
N 0.6938 -1.0865 2.8186
C 3.5052 1.7500 1.7467
C 3.4638 2.2025 0.3070
C 4.4519 3.0613 -0.1641
C 4.5575 3.2978 -1.5232
C 3.6505 2.6818 -2.3735
C 2.6463 1.9084 -1.8183
N 2.5365 1.6654 -0.5043
C -0.0023 2.3062 2.9098
C -0.6144 2.9641 3.9686
C -1.9325 2.6700 4.2740
C -2.5818 1.7066 3.5162
C -1.8931 1.0929 2.4829
N -0.6271 1.3821 2.1629
H 1.8955 3.2257 3.3211
H 1.4162 3.2075 1.6059
H 3.3355 0.1227 3.5152
H 2.3607 1.2906 4.4165
H 1.8701 -0.5021 5.9042
H 0.4843 -2.4909 6.4148
H -0.7321 -3.6117 4.5382
H -0.5651 -2.6409 2.2813
H 3.9868 2.5174 2.3709
H 4.1353 0.8505 1.7450
H 5.1438 3.5152 0.5265
H 5.3372 3.9336 -1.9108
H 3.7235 2.8001 -3.4422
H 1.8871 1.4576 -2.4520
H -0.0660 3.6974 4.5400
H -2.4355 3.1811 5.0797
H -3.6034 1.4368 3.7246
H -2.3755 0.3432 1.8669
O 4.4350 -4.8878 -0.9067
C 3.3032 -5.0396 -1.5414
O 3.0906 -5.9202 -2.3288
C 2.2104 -4.0352 -1.2556
C 0.9086 -4.1581 -1.7492
Cl 0.2624 -5.4357 -2.6407
N 0.2028 -3.0691 -1.3379
N 0.9954 -2.2494 -0.6099
C 2.2059 -2.8185 -0.5492
C 3.2745 -2.1253 0.2860
O 4.3448 -2.6787 0.4870
O 2.9268 -0.9942 0.7409
C -1.1659 -2.7529 -1.4727
C -1.7750 -2.0264 -0.4461
C -3.1247 -1.7288 -0.5161
C -3.8783 -2.1529 -1.5982
C -3.2660 -2.8479 -2.6278
C -1.9147 -3.1438 -2.5774
H 4.4968 -4.0860 -0.3130
H -1.1951 -1.7260 0.4344
H -3.5931 -1.1894 0.2931
H -4.9369 -1.9560 -1.6400
H -3.8485 -3.1799 -3.4716
H -1.4552 -3.6897 -3.3827
N -0.5719 0.7420 -1.1237
C -1.2623 1.1107 -1.9888
N -1.9934 1.5229 -2.9462
C -2.1285 0.7767 -4.1948
C -3.5920 0.4067 -4.4112
C -4.4440 1.6741 -4.4188
C -4.2685 2.4324 -3.1052
C -2.7954 2.7400 -2.8495
H -1.4940 -0.1099 -4.1594
H -1.7892 1.4200 -5.0134
H -3.9211 -0.2653 -3.6146
H -3.6886 -0.1188 -5.3616
H -5.4929 1.4162 -4.5589
H -4.1482 2.3058 -5.2581
H -4.6751 1.8417 -2.2820
H -4.8120 3.3767 -3.1401
H -2.6556 3.1799 -1.8611
H -2.4307 3.4466 -3.6024
```

Net charge: +2
E: -82401.07962 eV
Multiplicity: 2

Mulliken atomic charge list, values in e, 6 entries: atom 1 (Ce): 0.4382, atom 2 (C): -0.8835, atom 3 (N): 0.7047, atom 4 (C): -1.3366, atom 5 (C): 0.8754, atom 6 (C): -1.1344

C35H34Cl4N2O6PPt as an isolated structure, computed with ωB97M-V with the def2-TZVPD basis set.

Structure (XYZ):
```
83
Properties=species:S:1:pos:R:3
Pt -0.0611 -0.2524 0.4704
Cl 0.3025 -0.4576 7.6187
C 0.5450 -1.2116 6.1058
C 1.1550 -2.5576 6.1023
Cl 1.5663 -3.2551 7.6070
C 1.3870 -3.2326 4.9645
Cl 2.0939 -4.7896 4.9161
C 1.0225 -2.6427 3.6685
O 1.1733 -3.2122 2.6220
C 0.3969 -1.2391 3.6701
O 0.0718 -0.7273 2.6228
C 0.1825 -0.5731 4.9731
Cl -0.5088 0.9732 4.9878
O -2.0243 5.6790 4.2660
C -1.5708 4.5436 4.4531
O -1.2082 3.9581 5.5017
C -1.3220 3.6523 3.2418
C -0.0353 3.5365 2.7162
C 0.2417 2.5180 1.8365
N -0.6778 1.6213 1.4622
C -1.9360 1.7604 1.8981
C -2.2941 2.7850 2.7555
C -2.9438 0.6655 1.5193
O -4.1374 0.9118 1.6753
O -2.4097 -0.4019 1.0905
H 0.7556 4.1958 3.0501
H 1.2375 2.3757 1.4333
H -3.3195 2.8304 3.0949
C -0.6160 -3.8591 0.0795
C 0.0881 -3.2273 -1.1188
C 0.7605 -4.2879 -1.9840
P 1.1088 -1.7565 -0.6567
C 2.7050 -2.3093 0.0833
C 3.3082 -1.1680 0.9052
C 3.7556 -2.8501 -0.8872
C 1.3833 -0.9334 -2.2322
C 2.1723 -1.3560 -3.3051
C 2.1459 -0.7154 -4.5305
C 2.9943 -1.1813 -5.6844
C 1.2656 0.3650 -4.6696
C 0.4611 0.7995 -3.6419
C 0.5173 0.1672 -2.3784
N -0.2214 0.5772 -1.3162
C -1.2574 1.5394 -1.4914
C -0.9701 2.9006 -1.3718
C 0.4456 3.3869 -1.2330
C -2.0200 3.8105 -1.4131
C -3.3324 3.3973 -1.5944
C -4.4618 4.3918 -1.5953
C -3.5799 2.0435 -1.7874
C -2.5606 1.1025 -1.7512
C -2.8474 -0.3547 -1.9777
H -1.3415 -4.5952 -0.2753
H -1.1499 -3.1103 0.6660
H 0.0900 -4.3735 0.7318
H -0.6754 -2.7190 -1.7214
H 1.5035 -4.8533 -1.4169
H 1.2385 -3.8623 -2.8666
H 0.0065 -5.0017 -2.3245
H 2.4140 -3.1117 0.7622
H 3.5220 -0.3069 0.2675
H 4.2466 -1.4946 1.3616
H 2.6312 -0.8298 1.6888
H 4.1804 -2.0433 -1.4861
H 3.3686 -3.6124 -1.5616
H 4.5709 -3.2966 -0.3127
H 2.8206 -2.2154 -3.1895
H 3.7636 -1.8777 -5.3481
H 3.4963 -0.3445 -6.1744
H 2.3977 -1.6918 -6.4452
H 1.2138 0.8811 -5.6234
H -0.2132 1.6330 -3.7877
H 0.8426 3.6772 -2.2105
H 1.0931 2.6062 -0.8386
H 0.4961 4.2569 -0.5777
H -1.8067 4.8654 -1.2711
H -4.2144 5.2638 -0.9902
H -5.3699 3.9456 -1.1898
H -4.6820 4.7384 -2.6085
H -4.5997 1.7039 -1.9334
H -3.8965 -0.4980 -2.2361
H -2.6420 -0.9203 -1.0679
H -2.2322 -0.7493 -2.7919
```

Net charge: -1
Energy relative to the best compared isomer or geometry (same formula, charge and spin): 1.998 eV

Mulliken atomic charge list, values in e, 6 entries: atom 1 (Pt): 1.6768, atom 2 (Cl): -0.1575, atom 3 (C): 0.3613, atom 4 (C): 0.5088, atom 5 (Cl): -0.1661, atom 6 (C): -0.0380

The records above give, respectively, largest force on an atom values of 0.507, 2.195, 1.100, 1.447, 1.893, 0.639 eV Å⁻¹.